1.
DFT (ωB97M-V/def2-TZVPD) results for C22H61BF4N11O10Rb as an isolated structure.

As for the LUMO energy: -1.139 eV. The spin multiplicity is 1. For the energy, the calculation gives -72876.96871 eV.

```
110
Properties=species:S:1:pos:R:3:forces:R:3
Rb -12.460304 13.078134 -17.176549 -0.16 0.14 0.10
B -14.102212 12.884668 -14.395869 -0.36 1.10 0.35
F -14.062382 11.570044 -14.809191 0.48 -0.97 -0.50
F -12.826785 13.442899 -14.308114 0.56 -0.12 0.02
F -14.750863 13.647750 -15.371668 -0.25 0.14 -0.78
F -14.816043 12.952780 -13.208691 -0.24 0.12 -0.09
C -16.701561 17.215461 -5.350013 -0.24 0.39 -1.64
O -15.578868 16.551380 -5.907883 0.23 0.47 0.17
C -14.734481 17.429967 -6.649139 1.14 -0.50 0.39
C -13.582012 16.582806 -7.267001 -2.34 0.68 0.29
N -14.166711 15.504111 -8.044652 0.18 -0.26 -1.13
C -14.511233 15.884386 -9.416822 0.25 -0.45 -0.39
C -14.988112 14.699744 -10.241850 -0.21 -0.36 0.95
O -16.359922 14.450640 -9.960043 -1.13 0.68 -0.69
C -16.968540 13.508391 -10.817373 0.60 -1.06 -0.06
H -17.392244 17.436325 -6.174880 -0.21 -0.07 -0.02
H -16.441586 18.213020 -4.988451 0.14 -0.23 0.72
H -17.248461 16.571233 -4.667987 0.44 0.05 0.33
H -14.247329 18.160454 -5.993746 -0.29 0.17 0.28
H -15.245135 17.992347 -7.434705 -0.44 -0.20 -0.03
H -12.963263 16.231700 -6.442834 0.22 -0.17 -0.23
H -13.072141 17.288637 -7.923013 0.52 -0.32 0.02
H -15.044183 15.180010 -7.656363 0.24 0.00 0.65
H -13.628052 16.238920 -9.953225 0.16 0.21 0.31
H -15.304248 16.638051 -9.500925 0.05 0.26 0.11
H -14.484830 13.795204 -9.886056 0.64 0.07 -0.55
H -14.805611 14.935127 -11.293190 -0.18 -0.35 -0.14
H -18.055847 13.468570 -10.771495 -0.01 0.54 0.60
H -16.606419 12.508936 -10.549615 -0.04 -0.19 0.06
H -16.734211 13.592005 -11.881870 0.31 0.63 0.04
C -16.885091 11.368351 -16.803809 -0.07 -0.04 -0.64
O -16.298354 11.746645 -18.052192 0.27 -0.02 -0.84
C -15.195299 10.943822 -18.444026 -0.02 -0.87 1.45
C -14.441406 11.463462 -19.629223 -1.10 1.64 -0.63
N -14.455962 12.919404 -19.495775 1.72 -0.07 0.53
C -14.044385 13.646892 -20.664388 -1.52 1.16 -0.24
C -12.655532 14.207336 -20.739761 1.26 0.53 0.00
O -12.435829 15.335600 -19.858107 -0.13 -1.32 -0.02
C -11.096945 15.820962 -19.749930 -0.48 -0.12 0.84
H -17.836555 11.891542 -16.758043 0.05 0.03 0.13
H -16.243732 11.662113 -15.975990 0.05 -0.02 0.05
H -17.052617 10.291553 -16.774224 -0.02 -0.02 0.07
H -15.501784 9.909889 -18.622681 -0.11 -0.08 0.09
H -14.507575 10.930076 -17.591117 0.16 -0.25 0.24
H -14.923707 11.200994 -20.578991 -0.13 -0.25 0.01
H -13.413057 11.101986 -19.705179 -0.03 -0.25 0.32
H -15.281831 13.276840 -19.042615 -0.24 -0.29 -0.25
H -14.724542 14.502874 -20.729889 0.08 0.11 -0.20
H -14.266455 13.056274 -21.560497 0.34 0.00 -0.15
H -12.437992 14.574423 -21.745861 -0.20 -0.26 -0.23
H -11.929750 13.408809 -20.537397 0.22 0.05 0.18
H -10.850063 16.569329 -20.501686 -0.13 0.09 0.00
H -10.284381 15.088021 -19.718874 -0.35 -0.55 -0.42
H -11.103309 16.220284 -18.734679 0.30 0.68 -0.23
C -8.992873 11.687854 -6.430253 0.44 -0.78 -0.45
O -8.357302 11.694723 -7.714177 0.09 -1.28 1.55
C -6.977262 11.452413 -7.538239 0.99 2.04 -1.76
C -6.322582 11.295979 -8.958881 -1.22 -0.51 1.00
N -7.079126 11.925588 -10.013836 -0.35 1.17 -0.69
C -7.417827 13.352254 -9.862467 0.39 -0.05 0.17
C -8.098483 13.893780 -11.119447 -1.30 -0.17 0.01
O -9.135819 12.996871 -11.515949 -0.14 -0.65 -0.56
C -9.602331 13.285483 -12.827578 0.59 0.43 0.24
H -10.055175 11.791862 -6.630679 0.03 0.68 0.36
H -8.473059 12.364057 -5.745435 -0.60 0.78 -0.16
H -8.879498 10.740768 -5.886998 0.06 -0.42 -0.47
H -6.665136 10.624166 -6.899775 -0.54 -0.24 0.05
H -6.544907 12.372348 -7.121498 0.04 -0.02 0.47
H -6.441146 10.219404 -9.105005 0.79 -0.02 -0.55
H -5.292813 11.668052 -8.991424 0.23 -0.47 0.59
H -6.479862 11.937805 -10.832486 -0.15 -0.54 -0.18
H -6.520718 13.956556 -9.657528 0.18 0.21 -0.23
H -8.029598 13.522995 -8.980143 -0.37 -0.33 -0.22
H -7.441524 14.113179 -11.968808 0.43 -0.39 0.05
H -8.614114 14.838357 -10.911104 0.32 0.29 0.29
H -10.470532 12.743723 -13.202970 -0.27 -0.33 1.12
H -8.844759 13.011890 -13.572792 0.43 0.48 -0.01
H -9.853259 14.346997 -12.821793 0.05 0.10 -0.63
C -12.178111 10.815927 -11.593391 2.75 0.45 1.91
O -11.168347 10.608305 -10.912289 -1.10 -0.69 -0.52
N -12.859374 9.888285 -12.297566 -0.86 -0.17 -0.93
N -12.667606 12.070251 -11.700837 -0.71 -0.22 -0.47
H -12.686691 8.902379 -12.290268 0.31 0.12 0.22
H -13.599874 10.252963 -12.867608 -0.26 -0.50 -0.02
H -13.354645 12.218596 -12.415880 0.06 0.61 0.82
H -12.265019 12.808786 -11.152167 0.14 0.00 -0.21
C -18.143197 14.814803 -15.480860 -1.09 0.18 0.06
O -19.140802 15.507477 -15.660876 0.60 -0.15 0.04
N -18.041778 13.924452 -14.457792 -0.29 -0.11 0.00
N -17.069512 14.789905 -16.293568 0.69 0.43 -1.12
H -17.137571 13.529291 -14.275458 -0.14 -0.10 0.57
H -18.792624 13.971003 -13.791012 0.32 -0.22 0.23
H -17.002302 15.520433 -16.980869 -0.10 -0.10 0.03
H -16.259301 14.215002 -16.114790 -0.32 0.32 0.04
C -16.555269 9.039716 -14.217377 0.89 -1.11 -0.14
O -17.386014 8.163709 -14.024899 0.20 0.62 -0.38
N -15.461673 8.931075 -15.042866 0.13 0.03 -0.39
N -16.509806 10.211461 -13.543378 -1.55 -0.12 1.15
H -14.725412 9.592123 -14.864667 0.14 -0.21 -0.38
H -15.285170 8.129301 -15.620378 -0.17 -0.10 0.28
H -17.259292 10.248289 -12.866876 0.28 0.59 0.00
H -15.952324 11.008884 -13.762849 0.13 0.14 -0.04
C -11.050574 16.706650 -12.684289 -0.18 -0.27 0.94
O -11.220861 16.065128 -11.660578 -0.15 0.10 -0.46
N -11.364433 16.267477 -13.939922 -0.13 -0.38 -0.65
N -10.528437 17.958205 -12.696123 0.56 1.13 -0.43
H -12.055603 15.548164 -14.070506 0.10 -0.18 0.33
H -11.172451 16.853978 -14.730340 -0.16 0.08 0.01
H -10.115444 18.410163 -11.900871 -0.13 -0.50 0.29
H -10.332498 18.404127 -13.573906 -0.04 0.05 0.02
```
Positions in Å, forces in eV/Å.

***

2.
DFT (ωB97M-V/def2-TZVPD) results for a 10-piece molecular cluster, C22H62O19 overall.

As for the LUMO energy: 0.235 eV. Its SMILES is C1CCOC1.OCCO.OCCO.OCCO.OCCO.OCCO.OCCO.OCCO.OCCO.OCCO. The spin multiplicity is 1. For the energy, the calculation gives -62717.74459 eV.

```
103
Properties=species:S:1:pos:R:3:forces:R:3
C -3.301500 -2.253619 4.475256 0.80 -0.15 0.89
C -2.349939 -2.456474 3.303641 -0.48 -0.26 -0.66
C -3.334831 -2.663450 2.121456 0.51 0.88 -0.11
O -4.643511 -2.652062 2.653529 -0.51 -0.23 0.56
C -4.605753 -1.870891 3.853505 -0.31 0.00 -0.33
H -2.864142 -1.516763 5.149921 -0.35 0.05 0.21
H -3.503373 -3.164987 5.039047 0.42 -0.12 -0.01
H -1.670862 -3.302836 3.399699 0.02 0.08 0.20
H -1.778432 -1.543518 3.137024 0.18 -0.12 0.00
H -3.124124 -3.553397 1.529964 -0.40 -0.11 0.12
H -3.272875 -1.792524 1.462796 0.23 0.00 -0.32
H -5.437183 -2.134975 4.506519 -0.17 -0.14 -0.30
H -4.687379 -0.798285 3.659705 0.08 0.13 -0.35
O -1.700887 -5.675664 -3.552690 -0.43 0.64 -0.25
C -1.568814 -4.311533 -3.119849 1.81 -0.58 1.25
C -1.731490 -4.221309 -1.582980 -0.77 0.39 -1.44
O -3.087474 -4.491998 -1.311110 -0.48 0.22 0.48
H -0.913651 -6.156334 -3.284678 0.04 0.04 0.06
H -0.565264 -3.921241 -3.312599 0.22 -0.18 -0.41
H -2.241877 -3.661362 -3.675450 -0.42 -0.33 0.26
H -1.456099 -3.200485 -1.314188 -0.30 0.01 0.45
H -1.140590 -4.923884 -0.991736 0.60 -0.02 -0.43
H -3.292771 -5.238287 -1.883603 -0.26 -0.16 0.09
O 6.708699 -4.080891 0.145332 -0.33 0.09 0.16
C 6.467713 -3.436056 1.404240 -0.19 -0.37 -0.58
C 4.973185 -3.201389 1.540361 -0.15 0.29 -0.71
O 4.439817 -2.273116 0.576795 1.08 -0.22 0.62
H 7.644368 -4.205246 -0.029600 0.07 0.12 0.29
H 6.745784 -4.077760 2.243532 0.09 -0.21 0.01
H 7.074994 -2.533611 1.491599 -0.26 0.29 -0.06
H 4.793691 -2.887406 2.571437 -0.06 0.31 0.07
H 4.432215 -4.139483 1.402790 0.26 -0.29 0.07
H 3.495046 -2.205232 0.791756 -0.34 0.15 -0.17
O 1.862767 -2.132253 1.356257 0.39 -0.06 0.68
C 1.774379 -1.655869 2.692206 -0.40 0.60 0.04
C 2.181268 -0.176990 2.890905 -0.46 -0.58 0.07
O 1.460676 0.717164 2.048112 0.60 -0.18 0.31
H 1.068434 -1.852739 0.880753 -0.38 0.25 -0.29
H 0.745734 -1.737996 3.049848 -0.13 -0.22 -0.04
H 2.398896 -2.299712 3.312413 0.06 0.05 0.07
H 3.264460 -0.098237 2.782663 0.05 0.34 -0.21
H 1.903716 0.119923 3.903113 0.22 -0.20 0.17
H 1.893367 0.665680 1.184382 -0.30 -0.07 -0.59
O -4.591224 2.655027 -1.109364 -0.29 0.25 -0.20
C -3.851618 1.658053 -0.462637 0.43 -1.30 0.03
C -4.213732 0.266248 -1.050694 0.56 2.33 -0.05
O -5.553865 0.080900 -0.650277 -0.09 -0.82 -0.11
H -5.507244 2.368288 -1.034161 -0.18 0.17 -0.05
H -2.795368 1.877878 -0.610230 -0.02 -0.06 0.00
H -4.059031 1.647982 0.608594 0.07 0.03 0.08
H -3.499847 -0.510779 -0.772643 -0.22 -0.21 0.29
H -4.166049 0.457398 -2.125952 0.06 -0.47 -0.25
H -5.869658 -0.689506 -1.131349 -0.33 -0.03 0.16
O -0.516910 2.784873 -5.490306 0.83 -0.11 0.19
C 0.640231 2.597065 -4.670151 0.46 0.69 0.99
C 0.360097 3.181943 -3.280283 -0.66 -0.58 -0.42
O -0.820508 2.534981 -2.750822 0.74 0.24 -0.27
H -0.236754 2.390640 -6.321172 -0.56 0.09 -0.29
H 0.897852 1.538249 -4.607816 -0.12 -0.11 0.21
H 1.531287 3.114301 -5.032681 -0.07 0.10 -0.41
H 0.103468 4.241322 -3.337046 0.43 0.18 -0.25
H 1.209912 3.042125 -2.613064 -0.09 -0.16 0.04
H -1.382872 2.649031 -3.526535 -0.84 -0.36 0.30
O 2.109280 0.188298 -0.543659 -1.26 -0.38 -0.34
C 1.259108 -0.493994 -1.510402 1.12 0.33 0.03
C -0.187292 -0.476765 -1.090889 -0.53 0.72 0.40
O -0.444023 -1.237701 0.076270 0.71 -1.19 -0.06
H 3.038264 0.105683 -0.804627 0.19 -0.15 -0.30
H 1.408870 -0.003713 -2.474820 -0.53 0.39 -0.09
H 1.614955 -1.500855 -1.742226 0.04 -0.33 0.66
H -0.845012 -0.849830 -1.878738 0.25 0.00 -0.38
H -0.497336 0.548309 -0.884601 0.10 0.18 -0.20
H -1.040800 -0.773969 0.676696 -0.02 0.61 0.00
O 4.151172 1.952288 -4.100480 0.11 -0.35 -0.15
C 4.515425 2.148197 -2.744990 -0.14 -0.33 0.32
C 5.336293 1.039578 -2.096360 1.25 0.09 -0.20
O 4.570948 -0.003621 -1.569494 -1.39 -0.32 0.08
H 4.225473 1.012909 -4.290800 -0.11 -0.04 -0.11
H 5.080487 3.079151 -2.704141 0.03 -0.03 0.07
H 3.599973 2.262807 -2.159441 -0.01 0.13 0.24
H 5.944377 1.480088 -1.302722 -0.01 0.19 0.08
H 6.035417 0.564278 -2.789286 0.17 0.52 -0.41
H 5.074404 -0.789306 -1.336856 0.19 -0.02 0.18
O -1.264562 0.908077 1.460472 -0.91 0.25 0.30
C -1.925403 1.180987 2.699942 0.55 -0.27 0.74
C -2.042407 2.654565 3.039684 0.24 0.65 -0.99
O -2.694283 3.326811 1.978314 -0.51 0.14 0.47
H -0.313022 1.021019 1.586125 0.40 0.00 0.26
H -2.902766 0.699595 2.669571 -0.10 0.17 -0.20
H -1.371849 0.709906 3.517204 0.09 -0.20 0.11
H -1.073292 3.149556 3.153451 0.48 -0.48 0.13
H -2.545132 2.858127 3.985615 -0.41 -0.35 -0.12
H -2.112657 3.215819 1.210947 -0.01 0.04 -0.28
O -1.892187 6.219630 1.076206 0.90 -0.10 -0.24
C -0.533497 5.731719 1.073636 -1.03 -0.08 -0.45
C -0.314162 4.913356 -0.206152 -0.26 -0.44 0.41
O -1.012998 3.648659 -0.119723 0.51 0.82 0.22
H -2.401240 5.407143 0.975361 -0.49 0.05 0.25
H 0.146610 6.582799 1.085250 -0.11 0.07 -0.03
H -0.425416 5.173504 2.004959 0.52 -0.35 -0.17
H 0.734756 4.710610 -0.430295 0.19 0.14 0.23
H -0.743092 5.496201 -1.022984 0.04 0.11 -0.07
H -0.997956 3.251174 -0.999455 -0.20 -0.20 -0.26
```
Positions in Å, forces in eV/Å.

***

Frontier orbital gap, record by record: 6.72, 9.62 eV
Highest occupied orbital energy, record by record: -7.9, -9.4 eV
Energy above the lowest of the compared OMol25 structures with the same formula, charge and spin, record by record: 0.000, 0.000 eV